Entry from the Open Molecules 2025 dataset: 2 unconnected molecules or ions with the total composition C4H8N2O (ωB97M-V/def2-TZVPD).

Structure (XYZ):
```
15
Properties=species:S:1:pos:R:3:nbo_charge:R:1
O 0.4012 2.2906 0.1239 -0.94
N -1.6450 0.6420 0.6423 -0.50
N -0.7256 -0.6827 -0.9916 -0.51
C 0.0574 -0.8476 0.1239 0.08
C -1.6635 0.2037 -0.6498 0.16
C -0.5814 0.0371 1.1234 -0.07
C 1.4663 -1.5391 -0.0264 -0.64
H 2.2711 -0.8381 -0.3372 0.22
H -0.3529 2.2677 0.7416 0.48
H -2.3924 0.5552 -1.4314 0.19
H -0.0011 0.1706 2.0611 0.21
H 1.7388 -1.9942 0.9343 0.23
H 1.3791 -2.3390 -0.7540 0.21
H 0.6866 3.1343 0.3683 0.45
H -0.6384 -1.0607 -1.9286 0.43
```

Output
- LUMO (eV) = 0.9
- total charge = 0
- molar mass (g mol⁻¹) = 100.12
- gap between HOMO and LUMO (eV) = 8.751
- E (eV) = -9304.4085
- energy relative to the best compared isomer or geometry (same formula, charge and spin) (kcal/mol) = 45.8

***

Entry from the Open Molecules 2025 dataset: a molecular structure, CCuMgO2 (ωB97M-V/def2-TZVPD).

Structure (XYZ):
```
5
Properties=species:S:1:pos:R:3:nbo_charge:R:1
Cu 1.1112 1.1672 -0.5599 0.50
Mg 2.4439 -0.9613 0.4401 0.54
O -2.3638 0.4300 -0.0403 -0.37
O 0.0033 -0.5940 0.1571 -0.71
C -1.1946 -0.0419 0.0030 1.04
```

Output
- LUMO (eV) = -5.8
- total charge = +1
- molar mass (g mol⁻¹) = 131.86
- gap between HOMO and LUMO (eV) = 6.382
- E (eV) = -55206.7413

***

Entry from the Open Molecules 2025 dataset: 2 unconnected molecules or ions with the total composition C9H9N3O2 (ωB97M-V/def2-TZVPD).

Structure (XYZ):
```
23
Properties=species:S:1:pos:R:3:nbo_charge:R:1
O 2.7746 -0.4306 -2.1627 -0.60
O 1.0113 -0.6897 1.9966 -0.56
N 2.6119 1.4759 -0.9963 -0.60
N 1.6354 -0.4181 -0.2019 -0.67
N -1.7236 -1.8702 -1.0667 -0.43
C 2.4409 2.0747 0.2287 0.09
C -3.6141 -0.9732 0.1842 -0.26
C -2.7172 -0.0775 0.6622 -0.18
C -1.4671 0.0496 0.1951 -0.26
C 1.5037 0.0326 1.1678 0.65
C -3.0515 -1.9192 -0.6520 0.03
C 1.9030 1.4000 1.2888 -0.41
C 2.3976 0.1499 -1.1815 0.77
C -0.9967 -0.8471 -0.7922 0.04
H -4.5828 -1.1229 0.6521 0.22
H 1.9063 1.8226 2.3555 0.25
H -3.0989 0.6036 1.4613 0.21
H 1.4894 -1.4386 -0.2803 0.44
H 3.2514 1.9012 -1.7482 0.44
H -3.5643 -2.8634 -0.9270 0.20
H -0.9269 0.8938 0.6390 0.22
H 0.0767 -0.8646 -1.1218 0.20
H 2.7409 3.1111 0.2993 0.23
```

Output
- LUMO (eV) = 0.2
- total charge = 0
- molar mass (g mol⁻¹) = 191.19
- gap between HOMO and LUMO (eV) = 9.551
- E (eV) = -18043.6892
- energy relative to the best compared isomer or geometry (same formula, charge and spin) (kcal/mol) = 47.6

***

What did the second record say?
Entry from the Open Molecules 2025 dataset: a molecular structure, CCuMgO2 (ωB97M-V/def2-TZVPD).

Structure (XYZ):
```
5
Properties=species:S:1:pos:R:3:nbo_charge:R:1
Cu 1.1112 1.1672 -0.5599 0.50
Mg 2.4439 -0.9613 0.4401 0.54
O -2.3638 0.4300 -0.0403 -0.37
O 0.0033 -0.5940 0.1571 -0.71
C -1.1946 -0.0419 0.0030 1.04
```

Output
- LUMO (eV) = -5.8
- total charge = +1
- molar mass (g mol⁻¹) = 131.86
- gap between HOMO and LUMO (eV) = 6.382
- E (eV) = -55206.7413

***

Q: Among the records above, which one has the lowest molar mass?
A: C4H8N2O

***

Q: Which value of molar mass does entry 3 give?
A: 191.19 g mol⁻¹